# C18H38N3O2PRuSi

A molecular structure, C18H38N3O2PRuSi in a non-equilibrium geometry (ωB97M-V/def2-TZVPD, the Open Molecules 2025 dataset).

Values from the calculation:
- ⟨S²⟩: 6.076
- Multiplicity: 5
- Orbital gap (alpha / beta): 5.16 / 6.43 eV

Cartesian coordinates (Å):
Ru (-0.084, 0.197, -0.601)
Si (2.170, 0.467, -0.718)
P (-0.467, 0.647, -2.721)
N (-0.196, -1.543, -0.438)
H (0.761, 0.803, 0.517)
C (-2.216, 0.647, -3.089)
H (-2.273, 0.748, -4.186)
H (-2.719, 1.482, -2.571)
H (-2.661, -0.312, -2.770)
C (0.270, 2.117, -3.422)
H (-0.097, 2.110, -4.463)
H (1.373, 2.067, -3.407)
H (-0.075, 3.018, -2.883)
C (0.195, -0.798, -3.616)
H (0.072, -0.512, -4.662)
H (-0.394, -1.683, -3.353)
H (1.248, -0.976, -3.383)
C (2.933, 2.069, -0.231)
H (2.670, 2.474, 0.760)
H (2.783, 2.883, -0.959)
H (4.006, 1.796, -0.229)
H (2.635, -0.645, 0.185)
H (2.477, 0.310, -2.168)
C (-0.154, -2.833, -0.452)
C (-1.224, -4.961, -0.267)
C (-1.327, -3.586, -0.128)
C (1.102, -3.433, -0.820)
C (1.142, -4.790, -0.967)
C (-0.023, -5.521, -0.696)
H (-2.076, -5.549, -0.030)
H (-2.227, -3.074, 0.228)
H (1.976, -2.775, -0.985)
H (2.069, -5.256, -1.280)
H (0.042, -6.602, -0.832)
C (-1.086, 2.799, 0.449)
O (-1.608, 1.885, -0.289)
C (-1.608, 2.996, 1.809)
H (-1.747, 4.086, 1.936)
H (-0.987, 2.543, 2.598)
H (-2.561, 2.455, 1.753)
C (-0.322, 3.869, -0.219)
H (-1.093, 4.205, -0.944)
H (0.568, 3.576, -0.802)
H (-0.054, 4.633, 0.526)
C (2.306, -0.052, 3.245)
N (1.134, -0.120, 4.101)
C (1.363, -0.085, 5.525)
C (-0.074, -0.185, 3.478)
O (-0.056, -0.215, 2.218)
N (-1.297, -0.277, 4.110)
C (-1.588, 0.056, 5.479)
C (-2.427, -0.492, 3.225)
H (3.168, 0.059, 3.903)
H (2.222, 0.798, 2.546)
H (2.431, -0.952, 2.618)
H (0.996, 0.868, 5.948)
H (0.848, -0.920, 6.030)
H (2.441, -0.178, 5.687)
H (-2.678, 0.212, 5.561)
H (-1.298, -0.742, 6.183)
H (-1.072, 0.980, 5.769)
H (-2.549, 0.330, 2.511)
H (-2.352, -1.427, 2.668)
H (-3.330, -0.546, 3.885)

Listed below, in e, are the natural (NBO) charges computed for each atom: Ru 0.331; Si 0.813; P 1.079; N -0.531; H -0.056; C -0.968; H 0.219; H 0.261; H 0.260; C -0.976; H 0.217; H 0.262; H 0.246; C -0.943; H 0.202; H 0.255; H 0.259; C -1.140; H 0.232; H 0.228; H 0.231; H -0.171; H -0.219; C 0.167; C -0.205; C -0.261; C -0.242; C -0.218; C -0.259; H 0.204; H 0.211; H 0.220; H 0.209; H 0.201; C 0.540; O -0.647; C -0.713; H 0.222; H 0.243; H 0.239; C -0.720; H 0.241; H 0.243; H 0.219; C -0.390; N -0.451; C -0.399; C 0.790; O -0.712; N -0.465; C -0.399; C -0.385; H 0.189; H 0.211; H 0.222; H 0.187; H 0.199; H 0.213; H 0.211; H 0.191; H 0.194; H 0.204; H 0.217; H 0.186